Here is 2 unconnected molecules or ions with the total composition C4H14N from the OMol25 dataset. Energies are from ωB97M-V with the def2-TZVPD basis set.

Its HOMO energy is -14.570 eV. As for the gap between HOMO and LUMO: 0.388 Eh. Its total charge is +1. Its total energy is -215.20166 Eh.

The geometry in XYZ format:
```
19
Properties=species:S:1:pos:R:3:mulliken_charge:R:1
N -0.35830 -1.73553 1.01104 -0.47
C 0.65683 0.48833 1.84936 -1.02
C -0.44909 1.17739 -2.71760 -1.18
C 0.88561 -1.00160 1.49067 -0.34
C -0.37793 0.81437 -1.16110 -0.63
H -0.82593 1.62042 -0.71697 0.39
H 1.47464 -0.94933 0.58613 0.32
H 1.43239 1.27127 1.58392 0.32
H -0.34558 0.60543 1.65291 0.35
H 0.62066 0.55874 -0.80597 0.29
H -0.42053 -2.80832 0.98068 0.42
H -0.71728 0.38405 -3.47568 0.30
H -0.43586 -1.67624 -0.11914 0.39
H -1.29438 -1.39914 1.51742 0.39
H 0.42134 1.68072 -2.96752 0.32
H 1.30379 -1.49282 2.48468 0.33
H -1.04173 0.01838 -1.01548 0.12
H -1.21928 1.79115 -3.17831 0.36
H 0.69061 0.65273 3.00094 0.32
```


Here is 2 unconnected molecules or ions with the total composition C4H14N2 from the OMol25 dataset. Energies are from ωB97M-V with the def2-TZVPD basis set.

Its HOMO energy (spin up / spin down) is 1.397 / -5.184 eV. As for the gap between HOMO and LUMO (spin up / spin down): 0.098 / 0.344 Eh. Its spin multiplicity is 2. Its total charge is -1. Its total energy is -270.21086 Eh. As for the expectation value of S²: 0.75.

The geometry in XYZ format:
```
20
Properties=species:S:1:pos:R:3:mulliken_charge:R:1
N -2.51305 -1.69043 0.58151 0.02
N 1.41997 0.66514 0.05603 -0.38
C -1.65688 -2.77316 0.01423 -1.45
C 1.93665 2.84666 -1.03084 -1.71
C 2.39786 1.41453 -0.71986 -1.05
C -1.68241 -0.53992 0.99952 -2.06
H -2.85674 -2.11497 1.42696 0.40
H -2.28245 0.06810 1.68112 0.67
H -0.76159 -0.85274 1.50077 0.28
H -1.77218 -3.69850 0.59962 0.31
H 1.22886 2.79977 -1.85823 0.44
H 2.77863 3.39974 -1.45906 0.54
H -1.92376 -2.96421 -1.02415 0.41
H 0.44507 0.92408 -0.05002 0.13
H 3.32563 1.30070 -0.15088 0.51
H -0.58444 -2.60219 0.12171 0.41
H 1.54227 0.55901 1.06262 0.58
H 1.53874 3.28162 -0.12251 0.61
H -1.41342 0.05756 0.13074 0.21
H 2.61667 0.83094 -1.61892 0.15
```


Here is 2 unconnected molecules or ions with the total composition C4H14N2 from the OMol25 dataset. Energies are from ωB97M-V with the def2-TZVPD basis set.

Its HOMO energy is -8.338 eV. As for the gap between HOMO and LUMO: 0.346 Eh. Its SMILES is CNC.CNC. Its total energy is -270.25653 Eh.

The geometry in XYZ format:
```
20
Properties=species:S:1:pos:R:3:mulliken_charge:R:1
N 0.46369 2.34346 1.48949 -0.33
N -0.69352 -1.96258 -0.49112 -0.23
C 1.91056 2.40845 1.57180 -0.87
C -0.04621 1.34713 0.53941 -0.72
C 0.27274 -1.59235 -1.52366 -1.01
C -2.05771 -2.02051 -0.92841 -0.91
H -0.33185 -2.78771 -0.03211 0.23
H -0.60851 0.51561 0.95706 0.30
H 1.25966 -1.61282 -1.07052 0.32
H -0.00680 -0.65265 -2.01159 0.32
H 2.32265 2.79270 0.63690 0.29
H -2.65685 -2.33637 -0.06517 0.32
H -2.34264 -2.70113 -1.74074 0.33
H 0.28653 -2.25324 -2.39542 0.36
H 2.35620 1.41580 1.72051 0.31
H 2.18714 3.11284 2.35046 0.33
H 0.03314 2.19577 2.37746 0.25
H 0.76971 0.92138 -0.04414 0.18
H -0.70712 1.88573 -0.14608 0.26
H -2.41081 -1.01950 -1.19414 0.28
```


Here is 2 unconnected molecules or ions with the total composition C4H14N2 from the OMol25 dataset. Energies are from ωB97M-V with the def2-TZVPD basis set.

Its HOMO energy is -8.632 eV. As for the gap between HOMO and LUMO: 0.352 Eh. Its SMILES is CCN.CNC. Its total energy is -270.22812 Eh.

The geometry in XYZ format:
```
20
Properties=species:S:1:pos:R:3:mulliken_charge:R:1
N -0.28038 0.46011 3.37345 -0.52
N -0.26178 -1.04089 -1.77717 -0.36
C 0.57083 1.45537 2.78615 -0.29
C 1.48930 1.11613 1.57658 -0.76
C -0.12801 -2.20458 -2.60177 -0.75
C -1.08140 0.14108 -2.52781 -0.84
H -0.65561 0.32658 -3.48825 0.32
H -1.19114 -2.60885 -2.92021 0.24
H -0.75110 -1.22430 -0.86548 0.22
H -0.27806 -0.39511 2.86270 0.18
H -2.08405 -0.24773 -2.52760 0.34
H 0.33866 -1.97406 -3.50584 0.28
H 2.11948 0.32255 1.82623 0.33
H -1.21725 0.70017 3.56967 0.21
H -0.91179 1.07041 -2.03326 0.26
H 1.18894 1.71627 3.66522 0.22
H 0.82314 1.00401 0.70311 0.12
H -0.16582 2.30532 2.66851 0.25
H 2.08806 2.06973 1.26427 0.27
H 0.38797 -2.99220 -2.04847 0.28
```